Density functional theory data (the ωB97M-V functional and the def2-TZVPD basis) for 2 unconnected molecules or ions with the total composition C2HCl2N3.

Summary:
DFT total energy   -31600.36414 eV
Spin multiplicity   1
LUMO (alpha / beta)   0.37 / 0.37 eV
Energy above the lowest of the compared OMol25 structures with the same formula, charge and spin   50.47 kcal/mol
HOMO-LUMO gap (alpha / beta)   9.01 / 9.01 eV

Positions of all 8 atoms, in Å:
C 1.8707 -0.6474 0.5324
C -0.4524 1.2644 -0.5036
N 2.5540 0.2399 0.8436
N -1.2088 0.3588 -0.2846
N -1.6933 -0.7756 -0.0858
Cl 1.1745 -1.9197 0.0197
Cl 0.2910 2.5560 -0.0015
H -2.5356 -1.0764 -0.5202

Here are the Mulliken charges for atoms 1 to 2, given in e: 0.46 0.28


Density functional theory data (the ωB97M-V functional and the def2-TZVPD basis) for a single C2HCl2N3 molecule.

Summary:
DFT total energy   -31599.86341 eV
Spin multiplicity   3
LUMO (alpha / beta)   0.56 / -3.95 eV
Energy above the lowest of the compared OMol25 structures with the same formula, charge and spin   0.00 kcal/mol
HOMO-LUMO gap (alpha / beta)   8.83 / 7.41 eV

Positions of all 8 atoms, in Å:
C -0.9406 0.2031 0.0760
C 0.5918 0.3523 0.0599
N -1.2505 -1.0251 -0.1344
N 0.9360 -1.0429 0.0012
N -0.0460 -1.7653 -0.1740
Cl 1.2131 1.1801 1.4638
Cl 1.1905 1.0821 -1.5377
H -1.6944 1.0156 0.2452

Here are the Mulliken charges for atoms 1 to 2, given in e: -0.32 0.65


Density functional theory data (the ωB97M-V functional and the def2-TZVPD basis) for a single C2HCl2NO molecule.

Summary:
DFT total energy   -30667.73577 eV
Spin multiplicity   1
LUMO (alpha / beta)   -1.79 / -1.99 eV
Energy above the lowest of the compared OMol25 structures with the same formula, charge and spin   98.26 kcal/mol
HOMO-LUMO gap (alpha / beta)   7.73 / 9.13 eV

Positions of all 7 atoms, in Å:
C 3.1693 -1.3662 0.0849
C 2.8541 -0.0292 0.2380
N 3.3467 -2.4927 -0.0401
O -0.4181 1.0149 -0.0789
Cl 1.3781 0.5136 0.8098
Cl 4.1052 1.0764 -0.3612
H -0.6775 0.3079 -0.7693

Here are the Mulliken charges for atoms 1 to 2, given in e: 0.23 0.27


Density functional theory data (the ωB97M-V functional and the def2-TZVPD basis) for 2 unconnected molecules or ions with the total composition C2HCl2NO2.

Summary:
DFT total energy   -32714.38345 eV
Spin multiplicity   1
LUMO (alpha / beta)   -1.89 / -1.81 eV
Energy above the lowest of the compared OMol25 structures with the same formula, charge and spin   52.54 kcal/mol
HOMO-LUMO gap (alpha / beta)   8.93 / 8.35 eV

Positions of all 8 atoms, in Å:
C 0.6476 -0.8599 -0.3147
C 0.3328 0.3409 -1.0029
N 0.9663 -1.7753 0.2751
O -0.5844 2.2991 -0.9499
O -0.4242 1.1638 -0.4289
Cl -1.4635 -0.4685 2.7932
Cl 1.0264 0.4704 -2.5438
H -0.5010 -1.1705 2.1718

Here are the Mulliken charges for atoms 1 to 2, given in e: 0.04 0.62


Density functional theory data (the ωB97M-V functional and the def2-TZVPD basis) for 2 unconnected molecules or ions with the total composition C2HCl2NS.

Summary:
DFT total energy   -39456.93964 eV
Spin multiplicity   1
LUMO (alpha / beta)   -1.96 / -2.52 eV
Energy above the lowest of the compared OMol25 structures with the same formula, charge and spin   57.94 kcal/mol
HOMO-LUMO gap (alpha / beta)   8.18 / 6.76 eV

Positions of all 7 atoms, in Å:
C 1.2440 0.3370 -0.3442
C 0.3022 -0.6454 -0.6135
N 2.0487 1.1385 -0.1488
S -1.0192 0.8794 1.7437
Cl -0.7665 -0.4586 -1.9218
Cl 0.3997 -2.1612 0.1415
H -2.2089 0.9103 1.1431

Here are the Mulliken charges for atoms 1 to 2, given in e: 0.17 0.28


Density functional theory data (the ωB97M-V functional and the def2-TZVPD basis) for 2 unconnected molecules or ions with the total composition C2HClF2O2.

Summary:
DFT total energy   -24133.57368 eV
Spin multiplicity   1
LUMO   -2.46 eV
Energy above the lowest of the compared OMol25 structures with the same formula, charge and spin   209.41 kcal/mol
HOMO-LUMO gap   6.15 eV

Positions of all 8 atoms, in Å:
C 1.2982 -0.4576 -0.0094
C 1.6952 0.7849 0.1320
O -2.1937 -0.1812 0.1055
O -2.0436 -1.5615 0.0702
F 2.9529 1.2108 -0.0829
F 0.8897 1.7680 0.3458
Cl 0.2341 -1.5993 0.0157
H -2.8328 0.0358 -0.5770

Here are the Mulliken charges for atoms 1 to 2, given in e: 0.26 0.37


Density functional theory data (the ωB97M-V functional and the def2-TZVPD basis) for a single C2HClFN molecule.

Summary:
DFT total energy   -18818.23964 eV
SMILES   N#C[C@H](F)Cl
Spin multiplicity   1
LUMO   -0.44 eV
Energy above the lowest of the compared OMol25 structures with the same formula, charge and spin   22.35 kcal/mol
HOMO-LUMO gap   11.96 eV

Positions of all 6 atoms, in Å:
C -1.0791 -1.0008 -0.9971
C -0.7055 0.1156 -0.2557
N -1.2693 -2.0268 -1.4536
F -1.5717 0.2224 1.1338
Cl -0.9865 1.5751 -1.1887
H 0.3261 0.2811 0.0646

Here are the Mulliken charges for atoms 1 to 2, given in e: 0.13 0.30


Density functional theory data (the ωB97M-V functional and the def2-TZVPD basis) for 2 unconnected molecules or ions with the total composition C2HClNO2.

Summary:
DFT total energy   -20192.01560 eV
Total charge   -1
Spin multiplicity   1
LUMO (alpha / beta)   2.45 / 3.76 eV
Energy above the lowest of the compared OMol25 structures with the same formula, charge and spin   187.34 kcal/mol
HOMO-LUMO gap (alpha / beta)   4.17 / 6.30 eV

Positions of all 7 atoms, in Å:
C 0.7464 -0.5060 -0.8989
C 0.5067 0.7890 -1.0867
N -0.9937 -0.1814 1.5999
O 0.5875 1.8532 -0.4589
O 1.2521 -1.3769 -1.6345
Cl -2.1072 0.0826 2.5977
H 0.0082 -0.6604 -0.1187

Here are the Mulliken charges for atoms 1 to 2, given in e: 0.22 0.13


Density functional theory data (the ωB97M-V functional and the def2-TZVPD basis) for a single C2HClO2 molecule.

Summary:
DFT total energy   -18706.10243 eV
SMILES   O=CC(=O)Cl
Spin multiplicity   1
LUMO   -0.75 eV
Energy above the lowest of the compared OMol25 structures with the same formula, charge and spin   16.31 kcal/mol
HOMO-LUMO gap   9.72 eV

Positions of all 6 atoms, in Å:
C -0.8620 0.1755 -0.2527
C 0.7404 -0.1369 0.2189
O 1.2010 0.4388 1.1216
O -1.5908 -0.1275 -1.1285
Cl 1.6555 -1.3712 -0.5949
H -1.1441 1.0213 0.6357

Here are the Mulliken charges for atoms 1 to 2, given in e: 0.17 0.46


Density functional theory data (the ωB97M-V functional and the def2-TZVPD basis) for 2 unconnected molecules or ions with the total composition C2HClO2S.

Summary:
DFT total energy   -29538.86859 eV
Spin multiplicity   1
LUMO (alpha / beta)   -1.81 / -1.86 eV
Energy above the lowest of the compared OMol25 structures with the same formula, charge and spin   65.86 kcal/mol
HOMO-LUMO gap (alpha / beta)   6.83 / 6.76 eV

Positions of all 7 atoms, in Å:
C -0.4774 -0.3600 -0.1894
C -0.9293 0.9243 -0.4385
O 0.1161 -1.1752 -0.8827
O -1.3905 1.9825 -0.4149
S 1.4720 0.3673 1.2350
Cl 2.2977 -0.8839 0.0443
H -1.0886 -0.8551 0.6463

Here are the Mulliken charges for atoms 1 to 2, given in e: -0.26 0.82